17
Properties=species:S:1:pos:R:3:forces:R:3 method="wB97M-V/def2-TZVPD" total_charge=+1 e_lumo_ev=-5.90 orbital_gap_ha=0.2879
C -2.089 -0.143 1.418 -0.914 1.834 -0.629
C -4.038 0.765 0.752 -1.250 0.868 1.252
C -2.281 0.853 -0.602 -0.517 -0.262 0.976
C 1.957 1.090 -0.253 1.580 1.227 1.182
N -3.371 0.084 1.740 0.154 0.332 -1.206
N -1.520 0.248 0.268 0.161 -0.606 0.333
N -3.530 1.181 -0.385 -0.187 0.064 -0.774
N 3.330 1.231 1.688 0.603 2.251 0.026
N 2.827 1.643 0.546 0.380 -0.711 0.635
N 0.647 -0.795 0.521 0.856 1.132 -0.504
N 1.216 0.072 0.124 -0.866 -4.127 1.579
Cl -1.578 1.305 -2.047 0.583 0.406 -1.308
H -1.321 -0.426 2.119 -0.618 -0.819 0.709
H -5.098 1.227 0.852 1.736 -1.611 0.690
H 1.680 1.474 -1.176 -0.272 1.164 -1.420
H 3.826 2.099 2.094 -0.622 -2.544 -0.417
H 3.436 0.283 2.160 -0.806 1.402 -1.124

=====

9
Properties=species:S:1:pos:R:3:forces:R:3 method="wB97M-V/def2-TZVPD" e_lumo_ev="-1.06 / -2.39" spin_multiplicity=3 orbital_gap_ha="0.2574 / 0.3448"
C 0.995 -0.759 1.089 0.157 -1.319 0.219
C 1.093 0.231 0.042 -1.940 0.478 -1.145
N 0.819 -1.528 1.926 0.486 0.141 -0.103
N -1.560 -0.261 1.005 0.676 0.710 -3.748
O -1.821 -0.428 2.128 -0.609 0.757 5.587
O -2.033 -1.322 0.306 -0.395 -2.338 -3.339
O 0.582 0.163 -1.055 0.638 -0.930 0.478
H 1.379 1.184 0.385 1.210 1.369 0.608
H -1.561 -1.513 -0.559 -0.223 1.133 1.443

=====

16
Properties=species:S:1:pos:R:3:forces:R:3 method="wB97M-V/def2-TZVPD" total_charge=+1 e_lumo_ev="-3.27 / -8.40" spin_multiplicity=2 orbital_gap_ha="0.4126 / 0.2004"
C -0.605 1.516 2.016 0.367 0.990 -0.016
C -1.297 0.882 0.820 -0.077 0.043 -0.018
S -0.595 1.546 -0.720 0.140 -0.766 -0.067
H -0.704 2.605 2.024 -0.115 -0.027 -0.285
H 0.470 1.334 1.959 -0.088 -0.288 0.388
H -1.036 1.228 2.974 0.093 -0.559 -0.152
H -2.360 1.122 0.765 0.074 -0.027 -0.027
H -1.166 -0.201 0.811 0.013 -0.057 -0.116
N 0.263 -1.032 -2.061 -0.297 -0.142 0.278
C 1.223 -1.675 -1.314 1.992 0.150 0.768
N 1.028 -2.403 -0.294 -1.290 0.681 0.115
H -0.611 -1.522 -2.196 -0.179 0.277 -0.117
H 0.608 -0.402 -2.772 -0.265 -0.482 -0.353
H 2.260 -1.459 -1.594 -0.250 0.504 -0.293
H 1.889 -2.521 0.236 0.064 -0.617 -0.418
H 0.634 0.982 -0.655 -0.182 0.320 0.315